The following is a quantum chemistry calculation of a molecular structure, C32H48BF7IrN6O5P2S3, from OMol25.

CARTESIAN COORDINATES (ANGSTROEM)
Ir (-1.417, -0.162, -0.451)
F (-5.771, 1.135, 2.179)
C (-4.772, 1.494, 2.995)
F (-5.259, 1.510, 4.247)
F (-4.458, 2.773, 2.685)
C (-3.585, 0.586, 2.874)
C (-3.125, -0.157, 3.953)
C (-2.052, -1.019, 3.801)
C (-1.443, -1.120, 2.564)
N (-1.892, -0.402, 1.539)
C (-2.948, 0.425, 1.654)
S (-3.312, 1.107, 0.067)
H (-3.625, -0.069, 4.907)
H (-1.702, -1.635, 4.615)
H (-0.635, -1.808, 2.358)
F (0.071, -5.488, 1.074)
B (-0.706, -4.408, 1.492)
F (-0.174, -3.202, 0.915)
F (-0.659, -4.252, 2.886)
F (-2.024, -4.555, 1.056)
C (4.049, -0.203, -0.651)
C (4.204, -1.088, -1.874)
C (4.545, -0.312, -3.129)
O (3.052, -1.951, -2.041)
P (1.550, -1.723, -2.470)
S (1.252, -0.546, -3.973)
S (0.733, -0.945, -0.687)
O (1.000, -3.155, -2.640)
C (1.149, -4.413, -1.873)
C (2.223, -4.379, -0.813)
C (1.379, -5.486, -2.910)
H (5.004, 0.284, -0.442)
H (3.759, -0.792, 0.219)
H (3.294, 0.571, -0.811)
H (4.996, -1.814, -1.687)
H (3.793, 0.442, -3.351)
H (4.626, -0.974, -3.990)
H (5.507, 0.180, -2.975)
H (0.176, -4.539, -1.397)
H (3.219, -4.330, -1.253)
H (2.123, -5.295, -0.233)
H (2.075, -3.557, -0.115)
H (2.354, -5.356, -3.384)
H (0.607, -5.456, -3.678)
H (1.354, -6.462, -2.425)
O (-0.401, 1.576, 0.210)
P (0.498, 2.617, 0.786)
N (-0.248, 4.030, 1.175)
C (-0.609, 4.960, 0.080)
C (-1.884, 5.665, 0.566)
C (-1.912, 5.408, 2.073)
C (-1.337, 4.006, 2.174)
N (1.139, 2.130, 2.209)
C (1.742, 3.020, 3.219)
C (2.877, 2.189, 3.847)
C (3.118, 1.054, 2.851)
C (1.716, 0.781, 2.328)
N (1.648, 2.965, -0.332)
C (2.717, 3.944, -0.086)
C (2.966, 4.558, -1.459)
C (2.692, 3.389, -2.404)
C (1.490, 2.691, -1.772)
H (-0.797, 4.427, -0.856)
H (0.210, 5.662, -0.091)
H (-2.759, 5.210, 0.101)
H (-1.882, 6.724, 0.313)
H (-2.913, 5.473, 2.496)
H (-1.266, 6.115, 2.598)
H (-2.093, 3.264, 1.901)
H (-0.951, 3.763, 3.162)
H (1.005, 3.309, 3.970)
H (2.113, 3.935, 2.757)
H (2.551, 1.779, 4.804)
H (3.765, 2.792, 4.032)
H (3.582, 0.178, 3.300)
H (3.750, 1.396, 2.027)
H (1.139, 0.191, 3.047)
H (1.698, 0.260, 1.370)
H (3.617, 3.444, 0.287)
H (2.409, 4.684, 0.657)
H (3.971, 4.966, -1.556)
H (2.251, 5.364, -1.642)
H (3.549, 2.713, -2.422)
H (2.490, 3.700, -3.427)
H (1.480, 1.621, -1.973)
H (0.552, 3.113, -2.153)
O (-1.495, -2.136, -3.061)
C (-2.263, -2.465, -2.177)
N (-2.495, -1.762, -1.008)
C (-3.513, -2.400, -0.266)
O (-4.011, -2.006, 0.756)
C (-3.918, -3.609, -1.041)
C (-4.855, -4.577, -0.754)
C (-4.991, -5.614, -1.670)
C (-4.215, -5.665, -2.827)
C (-3.277, -4.676, -3.106)
C (-3.153, -3.657, -2.184)
H (-5.436, -4.537, 0.157)
H (-5.706, -6.404, -1.481)
H (-4.344, -6.490, -3.515)
H (-2.666, -4.701, -3.999)
N (-1.452, 0.469, -2.447)
H (-0.898, -0.145, -3.051)
H (-1.117, 1.422, -2.545)
H (-2.411, 0.426, -2.781)

Summary:
**HOMO level (alpha / beta)**: -0.3091 / -0.3008 Ha
**Multiplicity**: 2
**Net charge**: 0
**Largest force on an atom**: 0.67 eV/Å
**⟨S²⟩**: 0.756
**Gap between HOMO and LUMO (alpha / beta)**: 8.4 / 5.5 eV
**Lowest unoccupied orbital energy (alpha / beta)**: 0.000 / -0.099 Eh
**Energy relative to the best compared isomer or geometry (same formula, charge and spin)**: 2.4 kcal/mol